1.
{"formula": "C24H12Cl5N5Pt", "method": "ωB97M-V with the def2-TZVPD basis set", "homo_ha": [-0.248, -0.308], "spin_multiplicity": 3, "mol_weight_g_mol": 742.7, "gap_ev": [6.07, 7.68], "max_force_ev_per_a": 3.68, "charge": 0, "lumo_ev": [-0.689, -0.701], "relative_energy_kcal_mol": 0.0, "e_tot_ev": -98390.64123, "species": ["Pt", "C", "C", "C", "C", "N", "C", "N", "C", "N", "C", "N", "C", "C", "C", "C", "C", "N", "C", "C", "C", "C", "C", "C", "H", "H", "H", "H", "H", "H", "H", "H", "H", "H", "H", "H", "Cl", "C", "C", "C", "Cl", "C", "Cl", "C", "Cl", "C", "Cl"], "xyz": [[8.124, -14.817, -1.736], [11.366, -12.392, -0.923], [12.156, -12.392, -2.040], [12.057, -13.396, -3.008], [10.949, -14.252, -2.938], [10.170, -14.187, -1.797], [10.383, -13.314, -0.748], [10.738, -15.084, -4.031], [9.607, -15.638, -4.244], [8.372, -15.508, -3.665], [7.482, -16.337, -4.282], [6.264, -16.549, -4.032], [5.566, -15.943, -3.043], [4.164, -15.956, -3.195], [3.360, -15.489, -2.168], [3.944, -15.140, -0.929], [5.267, -15.283, -0.828], [6.104, -15.606, -1.843], [8.225, -17.039, -5.396], [7.789, -17.868, -6.398], [8.762, -18.269, -7.312], [10.091, -17.809, -7.274], [10.469, -16.891, -6.306], [9.518, -16.547, -5.363], [11.491, -11.744, -0.091], [12.937, -11.669, -2.237], [12.781, -13.463, -3.818], [9.581, -13.310, -0.034], [3.806, -16.342, -4.124], [2.334, -15.324, -2.358], [3.315, -14.823, -0.113], [5.649, -14.982, 0.185], [6.776, -18.285, -6.444], [8.503, -18.961, -8.088], [10.703, -18.107, -8.081], [11.433, -16.478, -6.296], [8.074, -12.369, -4.460], [7.615, -11.836, -2.889], [7.615, -12.716, -1.809], [7.313, -12.106, -0.577], [7.431, -12.942, 0.937], [6.898, -10.757, -0.470], [6.292, -10.095, 1.041], [6.825, -9.978, -1.589], [6.323, -8.323, -1.520], [7.210, -10.513, -2.821], [6.990, -9.509, -4.250]], "forces_ev_per_angstrom": [[-0.31, 0.22, -0.42], [-0.34, 0.29, 1.54], [1.30, -0.96, -1.68], [-0.41, 0.79, 0.81], [-0.22, 0.42, 1.23], [-0.44, -0.24, -0.02], [0.26, -1.22, -3.46], [0.30, 0.70, 1.75], [-0.30, 0.21, -0.31], [0.46, -0.16, -0.17], [1.97, -0.52, -0.89], [-0.66, 0.01, -0.68], [-0.84, -0.84, 1.78], [0.16, 0.69, 1.08], [1.30, 0.16, -0.39], [-2.18, -0.60, -1.63], [1.70, 0.94, 1.73], [0.03, 0.48, 0.32], [-0.57, 0.80, 0.41], [0.07, -0.88, -0.16], [0.35, 0.11, 0.11], [-1.79, 0.39, 0.48], [-0.96, -0.71, -0.07], [-0.34, -0.84, -0.89], [0.37, 1.00, 0.25], [-0.04, 0.18, 0.53], [-0.45, 0.03, 0.04], [0.56, -0.05, 0.61], [-0.37, 0.05, -0.39], [-1.07, -0.17, 0.04], [0.16, 0.08, 0.17], [0.47, -0.60, -1.37], [0.37, 0.40, 0.06], [-0.19, -0.24, -0.32], [0.93, -0.25, -0.49], [1.17, 0.55, 0.16], [0.24, -0.59, -0.37], [-0.22, -0.10, -0.41], [-0.05, 0.58, 1.33], [-0.38, 0.95, -0.70], [-0.07, -0.65, 0.07], [-0.37, -0.71, 1.04], [0.45, -0.32, -0.48], [0.18, 0.83, -0.95], [-0.03, -0.24, 0.22], [-0.55, 0.68, -0.10], [0.36, -0.62, 0.59]]}

=====

2.
{"formula": "C24H14B4CdN2O32", "method": "ωB97M-V with the def2-TZVPD basis set", "homo_ha": -0.216, "mol_weight_g_mol": 998.0, "gap_ev": 9.05, "max_force_ev_per_a": 2.83, "charge": -2, "lumo_ev": 3.177, "e_tot_ev": -100912.01888, "species": ["Cd", "O", "C", "O", "B", "O", "C", "O", "O", "C", "O", "C", "O", "O", "O", "C", "O", "B", "O", "C", "O", "O", "C", "O", "C", "O", "O", "O", "C", "O", "B", "O", "C", "O", "O", "C", "O", "C", "O", "O", "O", "C", "O", "B", "O", "C", "O", "O", "C", "O", "C", "O", "O", "C", "C", "C", "C", "N", "H", "H", "H", "H", "H", "H", "H", "C", "C", "C", "C", "N", "H", "H", "H", "H", "H", "H", "H"], "xyz": [[-0.282, -0.257, 0.144], [1.489, 4.217, -6.355], [0.770, 3.630, -5.587], [0.303, 4.112, -4.454], [-0.386, 2.992, -3.692], [-0.365, 1.854, -4.650], [0.298, 2.180, -5.719], [0.535, 1.513, -6.695], [-1.718, 3.330, -3.211], [-1.843, 2.839, -1.988], [-2.851, 2.802, -1.352], [-0.469, 2.309, -1.549], [0.404, 2.624, -2.487], [-0.257, 1.765, -0.487], [1.847, -0.427, -0.043], [2.767, 0.258, -0.489], [3.054, 0.291, -1.753], [4.304, 1.120, -1.904], [4.605, 1.616, -0.527], [3.752, 1.097, 0.329], [3.678, 1.277, 1.509], [4.065, 2.180, -2.917], [5.197, 2.356, -3.529], [5.540, 3.212, -4.302], [5.983, 1.022, -3.371], [5.381, 0.280, -2.408], [7.044, 0.820, -3.880], [-2.329, -0.025, 0.627], [-3.426, 0.017, 1.118], [-4.499, 0.713, 0.789], [-5.630, 0.307, 1.637], [-5.077, -0.744, 2.530], [-3.859, -1.027, 2.186], [-3.181, -1.916, 2.657], [-6.751, -0.100, 0.815], [-7.843, 0.514, 1.187], [-8.951, 0.399, 0.719], [-7.463, 1.549, 2.249], [-6.146, 1.433, 2.458], [-8.224, 2.348, 2.720], [3.745, 5.382, 5.199], [2.963, 4.483, 5.045], [3.167, 3.427, 4.268], [2.058, 2.507, 4.468], [1.184, 3.156, 5.528], [1.672, 4.313, 5.876], [1.248, 5.146, 6.630], [2.448, 1.159, 4.937], [1.732, 0.259, 4.292], [1.698, -0.934, 4.366], [1.091, 1.022, 3.083], [1.361, 2.312, 3.212], [0.442, 0.539, 2.190], [1.186, -3.464, -4.205], [-0.250, -3.181, -4.652], [-0.549, -1.689, -4.418], [-0.517, -1.292, -3.015], [-0.501, -0.984, -1.912], [1.545, -4.458, -4.458], [1.036, -3.418, -3.122], [1.839, -2.647, -4.504], [-0.959, -3.770, -4.072], [-0.288, -3.392, -5.722], [-1.499, -1.299, -4.785], [0.274, -1.112, -4.849], [-0.466, -5.978, 4.369], [-0.432, -5.229, 3.010], [-0.456, -3.724, 3.195], [-0.396, -2.899, 1.981], [-0.360, -2.271, 1.025], [-1.321, -5.670, 4.977], [0.414, -5.761, 4.975], [-0.659, -7.046, 4.272], [-1.336, -5.570, 2.498], [0.361, -5.535, 2.326], [0.364, -3.448, 3.865], [-1.306, -3.415, 3.805]], "forces_ev_per_angstrom": [[0.47, -0.31, 0.85], [-0.66, -0.44, 0.25], [0.97, 0.81, -0.33], [-0.97, -0.85, 1.18], [1.06, 1.30, -1.22], [-0.75, -0.48, 0.94], [0.91, 0.29, -1.80], [-0.40, -0.33, 0.65], [0.41, -0.24, -0.28], [-0.88, -0.02, 0.01], [0.21, -0.05, 0.20], [0.51, 0.84, -0.45], [-0.72, -0.82, 1.00], [0.36, 1.24, -0.71], [1.83, 0.60, -0.07], [-1.21, -1.51, -0.37], [0.52, 0.65, 0.53], [-0.72, -0.36, -0.23], [-0.04, -0.08, -0.53], [-0.32, 0.50, 0.24], [0.17, -0.22, -0.13], [-0.62, 0.33, 1.80], [0.85, -0.75, -2.59], [-0.41, -0.05, 0.95], [1.09, 0.65, 1.34], [0.35, 0.73, -0.99], [-0.27, -0.68, -0.19], [-1.16, 1.04, -0.22], [-1.52, -1.09, 0.05], [1.87, -0.24, -0.02], [-0.24, 0.88, 0.84], [-0.96, -0.04, -0.32], [0.87, -0.45, 1.04], [-0.26, 0.72, -0.66], [0.40, -1.15, -0.37], [-1.70, 0.67, -0.50], [0.96, -0.29, 0.33], [0.16, 0.46, 0.14], [-0.39, -0.17, -0.06], [0.54, -0.29, 0.11], [-0.28, 0.01, -0.31], [1.40, 0.59, 0.76], [-0.48, -0.12, 0.38], [0.26, 0.70, 0.60], [-0.49, -0.98, -0.28], [0.52, 0.87, -0.76], [-0.18, -0.60, 0.06], [-0.42, -0.59, 0.46], [0.61, 0.56, -1.91], [-0.02, -0.15, 0.86], [-0.28, 1.10, 0.31], [-0.76, -1.22, -0.26], [-0.04, -0.18, 0.35], [-1.21, 0.25, 1.31], [0.41, 0.35, -0.49], [0.45, 0.34, 0.10], [-0.02, -0.25, 0.31], [-0.22, -0.31, -1.14], [0.09, 0.13, -0.20], [1.01, -0.10, 0.19], [0.28, -0.30, -0.13], [-0.04, -0.28, -0.35], [-0.67, 0.09, 0.03], [0.06, -0.22, -0.36], [-0.29, 0.21, -0.36], [-0.10, 0.55, -0.12], [-1.05, -1.01, -0.06], [0.29, 0.46, 0.85], [-0.11, -0.55, 0.58], [0.06, -0.82, 0.41], [-0.04, 0.46, -0.19], [0.14, -0.30, -0.07], [0.59, -0.08, -0.29], [-0.12, 0.33, -0.17], [0.37, -0.03, 0.42], [0.37, 0.25, -0.43], [-0.38, 0.04, -0.49]]}

=====

3.
{"formula": "C24H14F5N3O3RuS2", "method": "ωB97M-V with the def2-TZVPD basis set", "homo_ha": [-0.290, -0.290], "mol_weight_g_mol": 652.6, "gap_ev": [5.80, 5.81], "max_force_ev_per_a": 1.29, "charge": 0, "lumo_ev": [-2.092, -2.085], "e_tot_ev": -73564.18555, "species": ["Ru", "N", "C", "S", "N", "N", "C", "C", "C", "C", "C", "C", "C", "O", "H", "H", "H", "H", "H", "H", "H", "C", "C", "O", "S", "C", "C", "C", "C", "C", "C", "C", "C", "H", "H", "H", "H", "H", "H", "H", "F", "C", "C", "F", "C", "F", "C", "O", "C", "F", "C", "F"], "xyz": [[0.424, 1.372, -0.703], [4.131, 3.562, -0.308], [2.846, 3.166, -0.454], [2.604, 1.516, -1.053], [1.897, 3.996, -0.197], [0.638, 3.458, -0.413], [-0.325, 4.285, -0.265], [-1.714, 3.965, -0.480], [-2.663, 4.955, -0.180], [-4.007, 4.741, -0.377], [-4.427, 3.523, -0.912], [-3.513, 2.543, -1.232], [-2.148, 2.736, -0.998], [-1.348, 1.704, -1.298], [4.862, 2.877, -0.360], [4.310, 4.425, 0.177], [-0.067, 5.299, 0.033], [-2.311, 5.902, 0.212], [-4.727, 5.509, -0.130], [-5.482, 3.345, -1.077], [-3.818, 1.598, -1.661], [1.412, -8.968, -0.497], [1.455, -8.153, -1.757], [2.452, -7.831, -2.328], [-0.211, -7.647, -2.358], [-0.056, -5.886, -2.138], [-1.027, -5.238, -1.381], [-0.928, -3.880, -1.138], [0.142, -3.145, -1.653], [1.094, -3.800, -2.437], [0.994, -5.157, -2.688], [0.255, -1.744, -1.378], [0.337, -0.555, -1.146], [2.401, -9.351, -0.258], [0.694, -9.782, -0.603], [1.051, -8.325, 0.307], [-1.853, -5.808, -0.974], [-1.666, -3.377, -0.528], [1.917, -3.232, -2.849], [1.732, -5.657, -3.299], [0.423, 4.225, 5.690], [0.406, 3.514, 4.565], [-0.797, 3.095, 4.022], [-1.942, 3.415, 4.622], [-0.808, 2.347, 2.861], [-1.974, 1.964, 2.343], [0.373, 1.975, 2.220], [0.324, 1.186, 1.143], [1.568, 2.434, 2.769], [2.726, 2.132, 2.177], [1.590, 3.184, 3.930], [2.753, 3.587, 4.441]], "forces_ev_per_angstrom": [[-0.04, 0.78, 0.67], [0.01, -0.15, -0.08], [0.15, 0.27, -0.03], [-0.37, 0.02, -0.57], [-0.07, -0.13, 0.04], [-0.01, 0.16, 0.23], [0.07, 0.13, 0.01], [-0.05, 0.00, 0.08], [0.05, -0.04, -0.01], [-0.04, -0.03, -0.02], [-0.01, 0.06, 0.03], [0.07, -0.11, 0.02], [-0.07, 0.18, -0.08], [0.47, -0.14, -0.46], [0.03, 0.03, 0.05], [-0.01, 0.00, 0.00], [-0.02, 0.03, -0.06], [0.00, 0.00, 0.01], [0.00, 0.01, 0.00], [0.01, -0.01, -0.03], [-0.02, -0.01, 0.03], [0.02, -0.07, -0.05], [-0.08, 0.04, 0.02], [0.03, 0.05, 0.06], [-0.04, -0.01, 0.02], [0.08, 0.00, -0.06], [0.03, -0.03, 0.03], [0.02, 0.00, -0.04], [-0.02, 0.01, -0.01], [-0.01, 0.00, 0.02], [-0.03, -0.01, -0.03], [0.05, 0.09, -0.06], [-0.08, -0.37, 0.26], [0.01, -0.01, -0.02], [0.00, 0.00, 0.00], [-0.01, -0.01, 0.00], [0.03, 0.00, 0.06], [-0.03, 0.00, -0.03], [0.00, 0.00, -0.01], [0.01, 0.00, 0.01], [0.00, 0.02, 0.02], [0.03, -0.02, -0.05], [-0.02, -0.02, -0.01], [-0.02, 0.02, 0.00], [-0.03, -0.07, 0.01], [-0.05, 0.00, -0.01], [-0.01, 0.71, -0.44], [-0.08, -1.20, 0.46], [0.00, -0.10, -0.03], [0.06, -0.10, 0.04], [-0.03, 0.01, 0.01], [0.02, 0.01, 0.00]]}

=====

4.
{"formula": "C24H14N7O9Pm", "method": "ωB97M-V with the def2-TZVPD basis set", "homo_ha": [-0.255, -0.254], "spin_multiplicity": 5, "mol_weight_g_mol": 689.4, "gap_ev": [3.13, 3.05], "max_force_ev_per_a": 5.12, "charge": 0, "lumo_ev": [-3.804, -3.863], "e_tot_ev": -70522.00856, "species": ["Pm", "O", "C", "N", "C", "C", "C", "C", "C", "C", "N", "C", "O", "C", "C", "C", "C", "C", "N", "C", "C", "C", "C", "C", "N", "H", "H", "H", "H", "H", "H", "H", "H", "H", "H", "H", "H", "O", "N", "O", "C", "C", "C", "C", "O", "C", "C", "N", "O", "O", "N", "O", "O", "H", "H"], "xyz": [[0.071, -0.121, -0.297], [2.766, 3.430, 0.004], [2.175, 2.369, 0.069], [0.828, 2.130, 0.043], [-0.097, 3.131, -0.026], [0.201, 4.512, 0.007], [-0.796, 5.445, -0.065], [-2.147, 5.054, -0.154], [-2.490, 3.730, -0.177], [-1.498, 2.725, -0.118], [-1.753, 1.385, -0.092], [-3.014, 0.871, -0.249], [-4.041, 1.447, -0.554], [-3.083, -0.629, -0.010], [-4.280, -1.270, -0.293], [-4.367, -2.639, -0.111], [-3.264, -3.312, 0.389], [-2.118, -2.594, 0.683], [-2.013, -1.278, 0.477], [3.011, 1.102, 0.205], [4.382, 1.207, 0.023], [5.170, 0.083, 0.186], [4.566, -1.106, 0.566], [3.195, -1.125, 0.740], [2.420, -0.054, 0.548], [1.226, 4.824, 0.093], [-0.540, 6.497, -0.051], [-2.926, 5.803, -0.195], [-3.523, 3.438, -0.240], [-5.107, -0.677, -0.653], [-5.278, -3.171, -0.351], [-3.277, -4.382, 0.543], [-1.248, -3.094, 1.084], [4.790, 2.172, -0.235], [6.240, 0.130, 0.029], [5.142, -2.006, 0.721], [2.687, -2.033, 1.040], [2.959, -4.305, -5.610], [2.859, -4.953, -4.582], [3.269, -6.092, -4.442], [2.191, -4.327, -3.453], [1.981, -5.047, -2.298], [1.378, -4.456, -1.201], [1.009, -3.073, -1.209], [0.626, -2.391, -0.204], [1.156, -2.425, -2.489], [1.754, -3.004, -3.564], [0.638, -1.100, -2.463], [1.410, -0.090, -2.219], [-0.633, -0.962, -2.223], [1.159, -5.295, -0.030], [1.680, -6.399, -0.021], [0.469, -4.869, 0.882], [2.286, -6.081, -2.237], [1.884, -2.471, -4.496]], "forces_ev_per_angstrom": [[-0.92, 2.44, 4.40], [0.46, 0.26, -0.06], [-1.08, -0.44, 0.03], [1.37, -1.22, -0.04], [-1.91, 1.13, -0.05], [0.13, -0.67, 0.02], [-1.13, 0.17, -0.07], [0.84, 0.72, 0.08], [0.30, -0.62, -0.01], [1.01, 1.99, 0.04], [-0.45, -1.63, 0.00], [0.95, 0.18, 0.15], [-0.43, 0.00, -0.07], [-0.17, 0.17, 0.06], [-0.05, -0.14, 0.00], [0.04, 0.14, 0.00], [0.07, -0.06, 0.07], [-0.05, -0.25, 0.08], [-0.36, -0.02, -0.23], [0.00, 0.24, 0.19], [0.09, -0.05, 0.00], [-0.06, 0.06, -0.01], [-0.04, -0.06, 0.04], [0.14, -0.24, 0.02], [0.33, 0.30, -0.16], [0.00, -0.02, -0.04], [-0.02, 0.03, 0.02], [0.01, 0.04, -0.02], [0.00, 0.00, -0.01], [0.03, 0.03, -0.04], [-0.01, 0.00, 0.01], [0.00, 0.01, 0.07], [0.05, -0.01, -0.06], [-0.03, 0.02, -0.02], [0.01, 0.02, 0.01], [-0.02, -0.01, 0.04], [-0.01, -0.01, -0.03], [-0.03, -0.01, 0.29], [0.13, -0.37, -0.53], [-0.13, 0.36, 0.09], [-0.24, 0.60, 0.18], [-0.08, -0.05, 0.24], [0.08, 0.42, -0.47], [-0.19, -0.11, 0.57], [0.29, -0.74, -0.51], [0.12, -1.03, 0.15], [0.31, -0.18, -0.56], [-0.66, 2.09, -0.19], [-1.35, -2.59, -1.54], [2.61, -0.82, -2.22], [0.01, -0.41, 0.71], [-0.09, 0.34, -0.18], [0.12, 0.06, -0.42], [0.03, -0.03, -0.01], [0.02, 0.00, -0.05]]}